Version one
# C6H9ClO

2 unconnected molecules or ions with the total composition C6H9ClO (ωB97M-V/def2-TZVPD, OMol25).

* E_LUMO (spin up / spin down): -0.136 / 0.020 eV
* HOMO-LUMO gap (spin up / spin down): 7.87 / 8.07 eV
* HOMO (spin up / spin down): -0.2943 / -0.2959 Ha

The geometry in ORCA input format:
```
! wB97M-V def2-TZVPD RIJCOSX def2/J DEFGRID3
* xyz 0 1
Cl -2.32 1.28 -0.08
O 2.51 0.38 0.03
C 1.47 0.97 0.11
C 1.24 2.43 0.04
C -0.36 -0.76 -0.01
C 0.40 -1.75 -0.85
C -1.24 -1.04 1.14
C -1.71 -0.40 -0.14
H 0.13 2.61 -0.18
H 1.42 -1.24 -1.16
H 2.06 2.79 -0.65
H 0.63 -2.67 -0.14
H -1.51 -2.09 1.43
H -0.27 -2.05 -1.75
H -1.33 -0.29 1.89
H 1.42 2.82 0.96
H -2.53 -0.97 -0.65
*
```

***

Version two
# C6H9ClO

A single C6H9ClO molecule (ωB97M-V/def2-TZVPD, OMol25).

* E_LUMO: 0.632 eV
* HOMO-LUMO gap: 10.74 eV
* HOMO: -0.3713 Ha
* SMILES: C=C1[C@@H](CO)[C@]1(C)Cl

The geometry in ORCA input format:
```
! wB97M-V def2-TZVPD RIJCOSX def2/J DEFGRID3
* xyz 0 1
Cl -1.22 1.91 -1.38
O 2.65 -0.59 -1.01
C 1.69 -0.59 0.04
C -0.47 0.63 0.94
C -0.70 0.38 -0.47
C -1.37 -0.85 -1.12
C 0.72 0.54 0.06
C -0.87 0.93 2.15
H -0.37 1.10 3.07
H 2.37 -0.63 0.91
H 1.20 1.53 -0.05
H -1.48 -1.79 -0.47
H -2.00 0.78 2.22
H -2.53 -0.60 -1.11
H 2.13 -0.19 -1.81
H 1.29 -1.58 0.07
H -1.04 -0.99 -2.05
*
```

***

It is version one that is the least stable of them.

***

Version one
# C2H2O3

A single C2H2O3 molecule (ωB97M-V/def2-TZVPD, OMol25).

* E_LUMO: 0.525 eV
* HOMO-LUMO gap: 9.56 eV
* HOMO: -0.3322 Ha
* SMILES: OC#COO

The geometry in ORCA input format:
```
! wB97M-V def2-TZVPD RIJCOSX def2/J DEFGRID3
* xyz 0 1
O 2.42 -0.06 0.20
O -2.35 0.31 0.23
O -1.36 -0.35 -0.56
C 1.16 0.07 -0.11
C -0.10 -0.08 -0.28
H -2.79 -0.44 0.75
H 3.03 0.55 -0.22
*
```

***

Version two
# C2H2O3

A single C2H2O3 molecule (ωB97M-V/def2-TZVPD, OMol25).

* E_LUMO: 0.981 eV
* HOMO-LUMO gap: 11.44 eV
* HOMO: -0.3844 Ha
* SMILES: O1O[C@H]2O[C@@H]12

The geometry in ORCA input format:
```
! wB97M-V def2-TZVPD RIJCOSX def2/J DEFGRID3
* xyz 0 1
O -0.37 0.17 -1.20
O 1.19 0.75 0.31
O 1.14 -0.73 0.33
C -0.22 -0.71 -0.11
C -0.21 0.75 0.04
H -0.71 -1.67 0.24
H -0.81 1.44 0.40
*
```

***

Version three
# C2H2O3

3 unconnected molecules or ions with the total composition C2H2O3 (ωB97M-V/def2-TZVPD, OMol25).

* E_LUMO: 0.845 eV
* HOMO-LUMO gap: 12.51 eV
* HOMO: -0.4288 Ha

The geometry in ORCA input format:
```
! wB97M-V def2-TZVPD RIJCOSX def2/J DEFGRID3
* xyz 0 1
O -2.47 -2.76 -0.13
O 1.51 1.11 -0.43
O -2.87 1.17 -0.30
C -3.58 0.72 0.45
C -2.79 -1.79 0.34
H 2.08 0.57 0.10
H 2.05 1.86 -0.68
*
```

***

It is version one that is the least stable of them.

***

Version one
# C4H8N2

A single C4H8N2 molecule (ωB97M-V/def2-TZVPD, OMol25).

* E_LUMO: 0.983 eV
* HOMO-LUMO gap: 10.24 eV
* HOMO: -0.3402 Ha
* SMILES: C1N[C@@H]1[C@H]1CN1

The geometry in ORCA input format:
```
! wB97M-V def2-TZVPD RIJCOSX def2/J DEFGRID3
* xyz 0 1
N -0.03 0.15 -2.03
N -0.25 -0.11 1.76
C -0.14 -1.27 -1.55
C 0.05 1.29 1.43
C -0.56 -0.09 -0.67
C 0.23 0.13 0.55
H 1.26 -0.03 0.35
H 0.93 0.45 -2.03
H -0.97 -1.92 -1.95
H -1.65 -0.04 -0.62
H 0.86 1.62 1.98
H -0.86 1.98 1.51
H 0.74 -1.75 -1.25
H 0.37 -0.41 2.53
*
```

***

Version two
# C4H8N2

A single C4H8N2 molecule (ωB97M-V/def2-TZVPD, OMol25).

* E_LUMO (spin up / spin down): 0.201 / 0.059 eV
* HOMO-LUMO gap (spin up / spin down): 8.22 / 6.74 eV
* HOMO (spin up / spin down): -0.2947 / -0.2455 Ha

The geometry in ORCA input format:
```
! wB97M-V def2-TZVPD RIJCOSX def2/J DEFGRID3
* xyz 0 1
N -2.01 -0.29 -1.55
N 0.39 -0.08 0.19
C 0.23 0.43 -1.01
C -0.29 -1.32 0.54
C 0.91 0.73 1.28
C -0.96 0.28 -1.91
H -0.23 -1.48 1.61
H 1.64 0.18 1.87
H -1.33 -1.23 0.17
H 1.38 1.63 0.87
H 0.08 1.03 1.92
H 0.18 -2.16 0.01
H -0.83 0.96 -2.78
H 0.84 1.32 -1.20
*
```

***

It is version two that is the least stable of them.

***

Version one
# C4H8N2

A single C4H8N2 molecule (ωB97M-V/def2-TZVPD, OMol25).

* E_LUMO: 0.823 eV
* HOMO-LUMO gap: 9.56 eV
* HOMO: -0.3213 Ha
* SMILES: CN(C)CC#N

The geometry in ORCA input format:
```
! wB97M-V def2-TZVPD RIJCOSX def2/J DEFGRID3
* xyz 0 1
N -2.07 1.64 -1.27
N 0.38 -0.26 0.02
C 0.35 0.71 -1.07
C -0.74 -1.18 0.07
C 0.98 0.03 1.30
C -1.03 1.15 -1.36
H -0.66 -1.80 0.97
H 1.36 -0.92 1.73
H 0.94 0.34 -1.92
H 0.71 1.74 -0.95
H -0.73 -1.86 -0.80
H -1.73 -0.69 0.10
H 1.85 0.69 1.18
H 0.30 0.47 2.05
*
```

***

Version two
# C4H8N2

A single C4H8N2 molecule (ωB97M-V/def2-TZVPD, OMol25).

* E_LUMO: 0.838 eV
* HOMO-LUMO gap: 9.94 eV
* HOMO: -0.3343 Ha
* SMILES: CN(C)CC#N

The geometry in ORCA input format:
```
! wB97M-V def2-TZVPD RIJCOSX def2/J DEFGRID3
* xyz 0 1
N 2.78 -0.82 0.82
N -0.44 0.04 -0.36
C -0.61 1.43 0.03
C -0.98 -0.92 0.59
C 0.84 -0.32 -0.91
C 1.93 -0.58 0.07
H -0.34 1.64 1.07
H 0.74 -1.22 -1.52
H -1.86 -0.48 1.07
H -0.01 2.07 -0.62
H -1.29 -1.83 0.08
H -1.66 1.71 -0.12
H -0.27 -1.19 1.39
H 1.18 0.48 -1.58
*
```

***

Version three
# C4H8N2

A single C4H8N2 molecule (ωB97M-V/def2-TZVPD, OMol25).

* E_LUMO: 1.176 eV
* HOMO-LUMO gap: 10.28 eV
* HOMO: -0.3344 Ha
* SMILES: C=NN1C[C@@H]1C

The geometry in ORCA input format:
```
! wB97M-V def2-TZVPD RIJCOSX def2/J DEFGRID3
* xyz 0 1
N 0.06 0.15 -0.68
N 0.25 1.53 -0.93
C -1.74 -1.34 0.37
C 0.79 -0.49 0.43
C 1.48 1.90 -1.00
C -0.68 -0.23 0.51
H -1.30 -2.14 -0.19
H 2.28 1.13 -0.87
H -0.93 0.66 1.11
H 1.48 0.09 1.04
H 1.21 -1.46 0.21
H 1.70 2.93 -1.27
H -1.94 -1.77 1.35
H -2.65 -0.97 -0.07
*
```

***

Version four
# C4H8N2

A single C4H8N2 molecule (ωB97M-V/def2-TZVPD, OMol25).

* E_LUMO: 0.987 eV
* HOMO-LUMO gap: 11.32 eV
* HOMO: -0.3798 Ha
* SMILES: CC[C@@H](N)C#N

The geometry in ORCA input format:
```
! wB97M-V def2-TZVPD RIJCOSX def2/J DEFGRID3
* xyz 0 1
N 1.87 -0.86 0.11
N 1.00 2.33 -0.74
C -1.81 0.19 0.10
C 0.89 1.37 -0.11
C 0.72 -0.01 0.42
C -0.54 -0.59 -0.24
H -0.62 -1.63 0.09
H -1.99 0.18 1.18
H -0.39 -0.59 -1.32
H 2.72 -0.48 0.52
H -2.68 -0.27 -0.38
H 2.00 -0.88 -0.90
H 0.59 0.00 1.50
H -1.75 1.23 -0.23
*
```

***

It is version three that is the least stable of them.

***

Version one
# C4H8N2

2 unconnected molecules or ions with the total composition C4H8N2 (ωB97M-V/def2-TZVPD, OMol25).

* E_LUMO (spin up / spin down): 0.736 / 0.860 eV
* HOMO-LUMO gap (spin up / spin down): 8.13 / 8.75 eV
* HOMO (spin up / spin down): -0.2716 / -0.2898 Ha

The geometry in ORCA input format:
```
! wB97M-V def2-TZVPD RIJCOSX def2/J DEFGRID3
* xyz 0 1
N -1.37 0.94 -0.39
N -2.27 0.55 0.28
C 0.23 -0.66 -0.07
C 1.73 1.31 0.00
C -0.80 -1.69 -0.06
C 1.44 -0.15 0.16
H -1.41 -1.61 -1.07
H 2.36 -0.70 0.22
H -0.60 -2.78 0.10
H 2.50 1.56 -0.77
H -3.08 1.14 0.42
H 0.98 1.83 -0.44
H 1.86 1.65 1.02
H -1.58 -1.40 0.60
*
```

***

Version two
# C4H8N2

2 unconnected molecules or ions with the total composition C4H8N2 (ωB97M-V/def2-TZVPD, OMol25).

* E_LUMO (spin up / spin down): -0.233 / -0.234 eV
* HOMO-LUMO gap (spin up / spin down): 9.23 / 9.23 eV
* HOMO (spin up / spin down): -0.3478 / -0.3478 Ha

The geometry in ORCA input format:
```
! wB97M-V def2-TZVPD RIJCOSX def2/J DEFGRID3
* xyz 0 1
N 1.92 1.87 -1.57
N 0.37 -0.18 -0.22
C -0.69 0.23 0.69
C 1.59 -0.48 0.14
C 2.42 1.45 -0.59
C -2.05 -0.06 0.06
H -0.58 1.31 0.89
H 2.30 -0.79 -0.60
H 1.74 -0.82 1.17
H 0.38 0.31 -1.12
H -2.18 -1.13 -0.14
H -2.85 0.26 0.74
H -0.57 -0.31 1.63
H -2.17 0.48 -0.88
*
```

***

It is version one that is the least stable of them.

***

Version one
# C4H8N2

A single C4H8N2 molecule (ωB97M-V/def2-TZVPD, OMol25).

* E_LUMO: 1.033 eV
* HOMO-LUMO gap: 9.80 eV
* HOMO: -0.3222 Ha
* SMILES: C=C=NNCC

The geometry in ORCA input format:
```
! wB97M-V def2-TZVPD RIJCOSX def2/J DEFGRID3
* xyz 0 1
N -1.29 0.44 0.22
N 0.04 0.11 -0.07
C 2.36 -0.04 0.55
C -3.04 -0.30 -1.46
C 0.98 0.45 0.99
C -2.14 0.05 -0.57
H 2.37 -1.13 0.45
H 0.97 1.54 1.08
H 3.13 0.24 1.28
H -3.25 0.37 -2.28
H 0.09 -0.88 -0.31
H 2.62 0.40 -0.42
H -3.54 -1.26 -1.42
H 0.71 0.03 1.97
*
```

***

Version two
# C4H8N2

A single C4H8N2 molecule (ωB97M-V/def2-TZVPD, OMol25).

* E_LUMO (spin up / spin down): 0.253 / 0.089 eV
* HOMO-LUMO gap (spin up / spin down): 7.98 / 6.60 eV
* HOMO (spin up / spin down): -0.2838 / -0.2392 Ha

The geometry in ORCA input format:
```
! wB97M-V def2-TZVPD RIJCOSX def2/J DEFGRID3
* xyz 0 1
N 0.11 0.11 -0.32
N -1.01 -1.12 2.16
C 1.07 0.93 -1.04
C -1.39 -0.02 1.70
C 0.21 -1.34 -0.49
C -0.74 0.63 0.53
H -2.06 0.72 2.20
H 2.08 0.71 -0.68
H -0.79 1.72 0.50
H 1.01 0.73 -2.11
H -0.62 -1.69 -1.12
H 1.16 -1.57 -0.99
H 0.85 1.99 -0.85
H 0.12 -1.79 0.51
*
```

***

Version three
# C4H8N2

A single C4H8N2 molecule (ωB97M-V/def2-TZVPD, OMol25).

* E_LUMO: 1.046 eV
* HOMO-LUMO gap: 8.93 eV
* HOMO: -0.2899 Ha
* SMILES: CNN1C=C1C

The geometry in ORCA input format:
```
! wB97M-V def2-TZVPD RIJCOSX def2/J DEFGRID3
* xyz 0 1
N 0.23 -1.10 -0.05
N 1.09 -0.06 0.42
C -1.44 -0.81 0.33
C -2.46 0.22 0.01
C 2.32 -0.06 -0.50
C -0.68 -1.68 0.84
H 2.77 0.84 -0.23
H -2.55 0.35 -1.02
H -3.39 -0.24 0.30
H 3.04 -0.90 -0.36
H 1.87 -0.01 -1.56
H 1.59 -0.30 1.26
H -2.35 1.23 0.52
H -0.82 -2.47 1.47
*
```

***

Version four
# C4H8N2

A molecular structure, C4H8N2 (ωB97M-V/def2-TZVPD, OMol25).

* E_LUMO: 0.331 eV
* HOMO-LUMO gap: 7.74 eV
* HOMO: -0.2721 Ha

The geometry in ORCA input format:
```
! wB97M-V def2-TZVPD RIJCOSX def2/J DEFGRID3
* xyz 0 1
N 0.22 -0.24 0.36
N -0.51 3.16 0.51
C -1.33 -1.16 -0.18
C -0.51 2.08 0.05
C -0.58 0.73 -0.41
C 1.67 -0.21 0.18
H -2.33 -0.81 0.05
H 1.93 -0.53 -0.83
H -0.02 -0.18 1.34
H 2.17 -0.87 0.90
H -1.21 -1.37 -1.24
H -1.08 -2.04 0.42
H -0.42 0.62 -1.48
H 2.02 0.82 0.32
*
```

***

It is version three that is the least stable of them.

***

Version one
# C4H8N2

A single C4H8N2 molecule (ωB97M-V/def2-TZVPD, OMol25).

* E_LUMO: 0.419 eV
* HOMO-LUMO gap: 7.73 eV
* HOMO: -0.2687 Ha

The geometry in ORCA input format:
```
! wB97M-V def2-TZVPD RIJCOSX def2/J DEFGRID3
* xyz 0 1
N -0.21 -0.06 0.24
N 0.01 3.29 0.32
C -0.91 -1.35 -0.05
C -0.65 1.02 -0.71
C -0.26 2.27 -0.20
C 1.26 -0.28 0.33
H 1.49 -1.04 1.09
H -1.81 -1.11 -0.61
H -1.17 -1.86 0.88
H -0.53 0.26 1.15
H -0.30 0.78 -1.72
H -0.26 -1.99 -0.64
H 1.60 -0.62 -0.65
H 1.73 0.67 0.58
*
```

***

Version two
# C4H8N2

A single C4H8N2 molecule (ωB97M-V/def2-TZVPD, OMol25).

* E_LUMO (spin up / spin down): 0.137 / 0.136 eV
* HOMO-LUMO gap (spin up / spin down): 7.89 / 7.89 eV
* HOMO (spin up / spin down): -0.2850 / -0.2849 Ha

The geometry in ORCA input format:
```
! wB97M-V def2-TZVPD RIJCOSX def2/J DEFGRID3
* xyz 0 1
N 2.70 0.36 0.48
N -0.42 0.12 -0.30
C 0.66 -0.21 -1.03
C -1.36 -0.88 0.20
C 1.99 -0.16 -0.33
C -0.32 1.35 0.46
H -1.11 -1.13 1.24
H -2.38 -0.50 0.16
H -0.18 2.19 -0.23
H -1.24 1.51 1.02
H -1.29 -1.79 -0.40
H 0.55 1.34 1.14
H 1.83 -1.32 -0.52
H 0.56 -0.87 -1.88
*
```

***

It is version two that is the least stable of them.

***

Version one
# C4H8N2

A single C4H8N2 molecule (ωB97M-V/def2-TZVPD, OMol25).

* E_LUMO: 1.000 eV
* HOMO-LUMO gap: 8.77 eV
* HOMO: -0.2857 Ha
* SMILES: C=CN(N)C=C

The geometry in ORCA input format:
```
! wB97M-V def2-TZVPD RIJCOSX def2/J DEFGRID3
* xyz 0 1
N 0.27 0.35 0.08
N 1.09 0.58 1.22
C 1.37 -1.82 0.10
C -0.93 1.03 -0.14
C 0.51 -0.95 -0.44
C -2.04 0.63 -0.79
H -1.07 2.05 0.24
H 1.71 -2.68 -0.37
H -0.11 -0.98 -1.38
H 0.49 1.09 1.92
H -2.05 -0.31 -1.43
H 1.95 1.26 0.96
H 2.05 -1.52 0.94
H -2.75 1.30 -0.97
*
```

***

Version two
# C4H8N2

A single C4H8N2 molecule (ωB97M-V/def2-TZVPD, OMol25).

* E_LUMO (spin up / spin down): -0.640 / 0.511 eV
* HOMO-LUMO gap (spin up / spin down): 6.74 / 9.98 eV
* HOMO (spin up / spin down): -0.2711 / -0.3478 Ha

The geometry in ORCA input format:
```
! wB97M-V def2-TZVPD RIJCOSX def2/J DEFGRID3
* xyz 0 1
N 0.03 0.47 -0.54
N 2.31 1.45 -1.01
C 1.45 0.59 -0.99
C -0.41 0.57 0.84
C 1.48 -0.80 -1.35
C -1.55 -0.40 1.14
H 1.33 -1.13 -2.38
H 0.46 0.35 1.47
H -2.43 -0.17 0.53
H -0.71 1.60 1.07
H 1.80 -1.55 -0.64
H -1.24 -1.42 0.91
H -0.66 0.77 -1.23
H -1.85 -0.34 2.19
*
```

***

Version three
# C4H8N2

2 unconnected molecules or ions with the total composition C4H8N2 (ωB97M-V/def2-TZVPD, OMol25).

* E_LUMO (spin up / spin down): -0.634 / -1.114 eV
* HOMO-LUMO gap (spin up / spin down): 8.68 / 7.25 eV
* HOMO (spin up / spin down): -0.3424 / -0.3073 Ha

The geometry in ORCA input format:
```
! wB97M-V def2-TZVPD RIJCOSX def2/J DEFGRID3
* xyz 0 1
N 2.28 -0.17 0.30
N -0.31 -0.86 0.61
C 0.57 0.73 -1.27
C 1.26 0.01 -0.30
C -0.21 -0.38 1.96
C -0.79 0.48 -1.75
H -1.17 1.29 -2.37
H -1.44 0.27 -0.88
H 1.08 1.64 -1.60
H -0.77 0.56 2.08
H 0.04 -1.82 0.60
H -0.83 -0.46 -2.31
H -0.57 -1.11 2.70
H 0.85 -0.18 2.22
*
```

***

It is version two that is the least stable of them.